# C3H13NO2S

A cluster of 3 separate species, C3H13NO2S in total in a non-equilibrium geometry (wB97M-V/def2-TZVPD, the Open Molecules 2025 dataset).

Computed properties:
SMILES: C[C@H](N)CS.O.O
Lowest unoccupied orbital energy in eV: 0.5870

Last column: natural (NBO) charge in e.
Element x y z (Å)
S  -1.4186  -0.0389  1.9151  -0.0249
O  -4.3232  -1.2212  -3.2312  -0.9569
O  -1.1060  -1.3862  -2.7186  -0.9432
N  0.9750  0.1274  -0.2904  -0.8367
C  2.7391  0.5196  1.5011  -0.6315
C  0.2588  0.6815  2.0100  -0.5236
C  1.3454  0.0123  1.1349  -0.0649
H  1.0128  1.1459  -0.2817  0.3375
H  3.0914  0.1943  2.4868  0.2195
H  1.6654  -0.1646  -0.9708  0.3644
H  -5.2212  -0.9024  -3.3092  0.4756
H  -3.7478  -0.7513  -2.6290  0.4809
H  0.6624  0.7395  3.0169  0.2299
H  0.1397  1.7175  1.6714  0.2067
H  -1.2817  -0.4433  -2.7718  0.4632
H  1.3232  -1.0849  1.3491  0.1870
H  -1.8684  0.6885  0.8980  0.1216
H  2.7610  1.6089  1.4376  0.2011
H  -0.4523  -1.4976  -2.0200  0.4798
H  3.4453  0.0550  0.8018  0.2145

---

# C4H9FN2S

The molecule C4H9FN2S (wB97M-V/def2-TZVPD, the Open Molecules 2025 dataset).

Computed properties:
SMILES: [H]/N=C(/NC)[C@@H](S)CF
Lowest unoccupied orbital energy in eV: 0.8094

Last column: natural (NBO) charge in e.
Element x y z (Å)
S  2.4548  0.7331  0.5594  -0.0097
F  1.7374  -2.1443  -0.4829  -0.3775
N  -1.2746  1.1960  -0.2304  -0.6087
N  -0.2551  1.2875  1.8050  -0.6978
C  -1.7742  0.2361  -1.2208  -0.4155
C  0.7440  -1.4579  0.2668  0.0532
C  -0.2348  0.8495  0.6041  0.4320
C  0.8965  0.0453  -0.0307  -0.4567
H  0.6847  1.2333  2.1904  0.3487
H  -1.0860  0.1552  -2.0422  0.1972
H  0.8298  0.2781  -1.0909  0.2364
H  3.1931  -0.3649  0.4215  0.1397
H  -1.8960  -0.7895  -0.8162  0.1765
H  -2.6891  0.6589  -1.5882  0.2177
H  -0.2430  -1.8541  0.0115  0.1762
H  -1.9851  1.6839  0.3323  0.4001
H  0.8976  -1.7461  1.3111  0.1882

---

# C2HBr2FO

A structure of composition C2HBr2FO in a non-equilibrium geometry (wB97M-V/def2-TZVPD, the Open Molecules 2025 dataset).

Computed properties:
Lowest unoccupied orbital energy in eV: -0.1726

Last column: natural (NBO) charge in e.
Element x y z (Å)
Br  2.4446  -0.7098  -0.1002  0.0505
Br  0.2207  -0.0989  -2.1827  0.1279
F  -1.7118  -1.7389  -0.5344  -0.3426
O  -0.4181  -2.9215  0.7393  -0.4815
C  -0.6035  -1.9603  0.1973  0.9112
C  0.5064  -0.4060  -0.3347  -0.4799
H  0.3204  0.3677  0.3675  0.2145

---

# C20H34N4O3

The molecule C20H34N4O3 (wB97M-V/def2-TZVPD, the Open Molecules 2025 dataset).

Computed properties:
SMILES: CCN(C[C@@H](C)NC(=O)c1ccn(C)c1)C(=O)COC[C@@H](C)N1CCCC1
Lowest unoccupied orbital energy in eV: 0.6746

Last column: natural (NBO) charge in e.
Element x y z (Å)
O  -3.2573  -2.2599  0.4777  -0.5477
O  -0.4626  -2.3687  2.3987  -0.6643
O  3.3403  0.8581  3.3708  -0.6491
N  -6.6407  -2.7589  -0.8038  -0.4366
N  -0.6488  -1.0145  0.6021  -0.4286
N  2.0659  -2.1992  6.5178  -0.3233
N  1.5954  -0.4160  2.7003  -0.6406
C  -4.6344  -4.1097  -1.2057  -0.6225
C  -1.1638  -1.7873  1.5762  0.6748
C  -1.4573  -0.2968  -0.3786  -0.2065
C  0.8242  1.4876  1.3549  -0.6202
C  -2.6733  -1.9123  1.7089  -0.1449
C  3.1618  -0.3195  6.0732  -0.2451
C  -1.5503  -1.0248  -1.7141  -0.6217
C  1.8025  -1.8858  5.2224  -0.0352
C  1.5741  -3.3699  7.2128  -0.3950
C  -4.6626  -2.3541  0.5627  -0.0641
C  2.4653  -0.7127  4.9063  -0.2231
C  -8.7085  -1.6149  -0.8794  -0.4105
C  -7.2273  -3.1067  -2.0967  -0.2220
C  0.7974  -0.8949  0.4420  -0.2211
C  -8.6953  -2.7091  -1.9664  -0.4105
C  2.9021  -1.2473  7.0453  -0.0787
C  -7.2471  -1.4719  -0.4613  -0.2242
C  1.4926  0.1153  1.3598  -0.0528
C  -5.1866  -2.7461  -0.8098  -0.0427
C  2.5175  -0.0209  3.6081  0.6759
H  1.2480  -1.8777  0.6027  0.2297
H  -9.3193  -1.9113  -0.0283  0.2101
H  -5.0310  -4.8895  -0.5525  0.2123
H  2.5068  0.2443  0.9711  0.2164
H  -7.1107  -4.1740  -2.2934  0.2045
H  1.4236  2.1995  1.9189  0.2419
H  -5.0707  -1.3864  0.8776  0.1702
H  1.0189  -0.6348  -0.5916  0.2099
H  -0.5709  -1.1298  -2.1839  0.2025
H  -0.1736  1.4420  1.7960  0.2015
H  3.2402  -1.3156  8.0660  0.2086
H  0.9576  -1.1616  2.9402  0.4269
H  -2.4581  -0.1203  0.0092  0.2133
H  -3.5477  -4.1203  -1.1220  0.2258
H  -6.7281  -2.5828  -2.9297  0.1601
H  -9.0880  -2.3494  -2.9168  0.2103
H  -9.1031  -0.6700  -1.2514  0.2102
H  -2.8718  -2.6821  2.4554  0.2054
H  -7.1520  -1.2761  0.6093  0.1981
H  1.4237  -4.1790  6.5024  0.2133
H  2.2982  -3.6787  7.9626  0.2107
H  -4.9590  -3.1065  1.3049  0.1760
H  -6.7503  -0.6311  -0.9756  0.1601
H  -2.1882  -0.4699  -2.4044  0.2132
H  0.7248  1.8726  0.3358  0.1971
H  3.7902  0.5509  6.1591  0.2360
H  -4.8817  -4.3656  -2.2351  0.2114
H  0.6255  -3.1433  7.7019  0.2012
H  -9.2952  -3.5678  -1.6700  0.2102
H  1.1710  -2.5258  4.6237  0.2220
H  -4.8260  -1.9955  -1.5355  0.1623
H  -3.0698  -0.9556  2.0790  0.1819
H  -1.9793  -2.0175  -1.5860  0.2252
H  -1.0162  0.6895  -0.5287  0.2018

---

# C3H11N2

The ion C3H11N2 with charge +1 in a non-equilibrium geometry (wB97M-V/def2-TZVPD, the Open Molecules 2025 dataset).

Computed properties:
SMILES: NCCC[NH3+]
Net charge: +1
Lowest unoccupied orbital energy in eV: -3.2992

Last column: natural (NBO) charge in e.
Element x y z (Å)
N  -1.4835  -0.8155  -0.1800  -0.8859
N  0.6978  -0.4517  1.4484  -0.7055
C  1.1847  0.5446  0.4253  -0.2261
C  0.5500  0.3395  -0.9541  -0.4296
C  -0.9657  0.3846  -0.9373  -0.2291
H  0.2521  0.0312  2.2257  0.4379
H  1.4867  -0.9946  1.7934  0.4386
H  -1.3488  0.3593  -1.9481  0.2152
H  2.2583  0.4600  0.3466  0.2331
H  -1.3577  1.2597  -0.4213  0.2017
H  0.9734  1.5522  0.7594  0.2265
H  -1.6109  -1.5852  -0.8282  0.3840
H  -0.0359  -1.0611  1.0425  0.4777
H  -2.4111  -0.6264  0.1842  0.3884
H  0.8801  -0.5785  -1.4271  0.2229
H  0.9307  1.1817  -1.5293  0.2501

---

# C14H9Cl2NO4S

The molecule C14H9Cl2NO4S in a non-equilibrium geometry (wB97M-V/def2-TZVPD, the Open Molecules 2025 dataset).

Computed properties:
SMILES: O=C(c1cc(Cl)c(O)c(Cl)c1)N1CS(=O)(=O)c2ccccc21
Lowest unoccupied orbital energy in eV: -0.0439

Last column: natural (NBO) charge in e.
Element x y z (Å)
Cl  -1.9626  -4.5007  -0.9014  0.0592
Cl  3.0736  -4.7647  1.1649  0.0019
S  -2.1926  1.6659  1.0387  2.1394
O  2.0919  0.1646  -0.4545  -0.5697
O  -3.5230  1.8339  0.4542  -0.9103
O  -2.1364  1.7839  2.4928  -0.9137
O  0.3620  -5.7744  0.3595  -0.6423
N  -0.0919  0.6531  -0.1379  -0.4341
C  -0.4689  -3.7779  -0.5367  -0.1055
C  -1.0199  2.7596  0.2723  -0.2860
C  0.9444  4.2009  -1.0068  -0.1709
C  0.5448  -4.4823  0.0582  0.2713
C  1.7247  -3.8600  0.4501  -0.0706
C  0.8362  -1.7349  -0.3143  -0.1564
C  -1.1101  4.1527  0.2826  -0.1916
C  -1.3614  0.2210  0.4600  -0.4938
C  -0.1327  4.8768  -0.3846  -0.2215
C  1.8366  -2.4767  0.3247  -0.1673
C  0.9588  -0.2422  -0.3663  0.6831
C  0.9695  2.7942  -0.9929  -0.2170
C  -0.3223  -2.4265  -0.7465  -0.1784
C  0.0235  2.0459  -0.2999  0.1465
H  1.1539  -6.1542  0.7846  0.4999
H  1.7558  4.7911  -1.4883  0.2302
H  -1.2655  -0.5062  1.2932  0.2652
H  -1.9814  -0.2409  -0.3055  0.2413
H  -0.1780  5.9657  -0.3338  0.2236
H  -1.1449  -1.9368  -1.2440  0.2274
H  -1.8910  4.6704  0.8410  0.2415
H  1.7621  2.3026  -1.4813  0.2423
H  2.7448  -2.0040  0.7177  0.2561

---

# C9H15N5

A cluster of 2 separate species, C9H15N5 in total in a non-equilibrium geometry (wB97M-V/def2-TZVPD, the Open Molecules 2025 dataset).

Computed properties:
⟨S²⟩: 2.020
Multiplicity: 3
Net charge: +2
Lowest unoccupied orbital energy (alpha / beta) in eV: -6.9409 / -11.0992

Last column: Mulliken spin population.
Element x y z (Å)
N  -2.3844  1.2800  -1.4209  -0.0086
N  0.3424  -0.4065  -1.7198  0.5407
N  1.1086  -0.9403  -0.8384  0.1713
N  0.7505  -0.3731  -2.9629  0.3626
N  -0.0397  -1.6927  3.0490  0.2367
C  -2.6864  2.5568  -0.9782  -0.0010
C  -2.0090  0.2697  -1.7705  0.0127
C  -0.9427  -1.3339  2.1139  0.1081
C  -1.5681  3.1614  -0.1514  0.0028
C  1.7806  -1.4295  1.5004  0.3086
C  1.2184  -1.8609  2.7646  -0.0022
C  -0.5339  -1.0108  0.8238  0.0254
C  3.2961  -1.4958  1.3442  0.0223
C  0.8022  -1.0837  0.5492  0.1759
H  -1.3357  -0.5486  0.1627  0.0085
H  -1.0087  2.5590  0.6730  -0.0008
H  -0.6113  3.4762  -0.7684  -0.0005
H  -3.0605  3.0344  -1.9128  -0.0001
H  -3.5821  2.6290  -0.3350  -0.0005
H  0.0424  -0.1054  -3.7319  -0.0077
H  -1.7882  4.1065  0.4592  0.0001
H  3.6251  -0.4918  1.0434  0.0134
H  3.7180  -1.6331  2.3125  0.0004
H  1.9443  -1.2904  -1.1121  -0.0065
H  -2.0652  -1.2743  2.3908  0.0057
H  -2.1692  -0.7396  -2.2086  -0.0002
H  1.9074  -2.3318  3.5342  0.0048
H  1.6934  -0.7819  -3.3639  -0.0108
H  3.5557  -2.2491  0.5541  0.0388

---

# C21H35N3O4

The molecule C21H35N3O4 (wB97M-V/def2-TZVPD, the Open Molecules 2025 dataset).

Computed properties:
SMILES: C=CCC1(C(=O)N[C@H](C)C(=O)NCC(C)C)CN(C(=O)[C@H](C)C2(O)CCC2)C1
Lowest unoccupied orbital energy in eV: 0.5836

Last column: natural (NBO) charge in e.
Element x y z (Å)
O  5.3333  -0.8550  0.7879  -0.6051
O  1.3695  0.1460  -2.8276  -0.6327
O  5.3117  -1.4915  3.8686  -0.7034
O  -2.8531  1.1770  -0.8473  -0.6431
N  -3.3933  1.7984  -2.9512  -0.6103
N  3.1133  -0.6490  0.5712  -0.4502
N  -0.3273  0.6554  -1.4293  -0.6328
C  0.8355  0.0356  -1.7362  0.6941
C  -0.5701  -2.0145  0.4965  -0.1969
C  -6.9826  0.7129  -2.2899  -0.6038
C  4.2729  -0.4844  1.2545  0.6978
C  4.1345  0.1559  2.6322  -0.3248
C  3.3787  -0.3266  5.0187  -0.4333
C  -5.5292  0.5301  -2.7097  -0.2319
C  -1.0508  1.4200  -2.4183  -0.1412
C  2.0344  -0.9194  4.5431  -0.4086
C  0.5707  -2.1175  -0.4748  -0.4370
C  2.8265  -1.8587  3.6080  -0.4286
C  1.7650  -0.1087  0.7025  -0.2031
C  1.4120  -0.8292  -0.6303  -0.1382
C  -0.5021  2.8418  -2.5485  -0.6043
C  -2.5151  1.4394  -1.9912  0.6836
C  2.9263  -1.1119  -0.8000  -0.1732
C  4.0404  -0.9055  3.7405  0.2950
C  -5.4305  -0.1237  -4.0829  -0.6099
C  -1.8476  -1.9418  0.1514  -0.3725
C  -4.8198  1.8836  -2.6845  -0.2153
C  5.2988  1.1099  2.8754  -0.5989
H  -2.1509  -1.9549  -0.8897  0.1926
H  -5.9153  -1.1007  -4.0857  0.2155
H  3.2050  -2.1518  -0.9691  0.2016
H  -0.6119  3.3732  -1.6023  0.2144
H  5.2567  -2.2025  4.5141  0.4667
H  -7.5080  -0.2426  -2.2748  0.2139
H  -5.2612  2.5482  -3.4315  0.1963
H  3.7520  -0.8462  5.9032  0.2056
H  0.2061  -2.4213  -1.4587  0.2251
H  1.2439  -2.9075  -0.1294  0.2241
H  3.4127  -0.4782  -1.5411  0.2216
H  5.2625  1.9458  2.1761  0.2088
H  -5.0278  -0.1065  -1.9747  0.2110
H  5.2680  1.5084  3.8902  0.2050
H  -5.9239  0.4934  -4.8398  0.1988
H  1.2182  -0.4294  1.5891  0.1994
H  -1.0267  3.4001  -3.3248  0.2072
H  6.2384  0.5827  2.7335  0.2454
H  -0.3114  -2.0030  1.5514  0.1968
H  -7.0565  1.1540  -1.2946  0.2127
H  1.3994  -1.3836  5.2944  0.2104
H  -0.8274  0.4495  -0.5739  0.4388
H  -2.6334  -1.8592  0.8904  0.2068
H  -7.5081  1.3687  -2.9898  0.1998
H  0.5535  2.7924  -2.8105  0.2356
H  3.1923  0.7121  2.6584  0.2064
H  -4.9473  2.3460  -1.7052  0.2208
H  -4.3927  -0.2707  -4.3871  0.2069
H  1.7194  0.9825  0.6294  0.2002
H  3.4459  0.7483  5.1843  0.2090
H  -3.0535  1.9404  -3.8862  0.3995
H  3.0475  -2.8051  4.1069  0.2039
H  2.4462  -2.0747  2.6104  0.2094
H  1.4410  -0.1896  3.9913  0.1973
H  -0.9549  0.9131  -3.3829  0.2215

---

Q: Which DFT total energy values were calculated for the entries above? A: -19741.6580 -20826.3362 -146938.2221 -33395.2396 -6263.4362 -60223.4290 -17002.4869 -35005.4559, in eV.
Q: Which energy relative to the best compared isomer or geometry (same formula, charge and spin) values were calculated for the entries above? A: 0.7845 0.7839 1.2871 0.0893 0.1454 0.0000 1.8547 0.9236, in eV.